(1)
Below is a structure of composition C15H18N6O3ReS5Sb, with properties calculated with ωB97M-V/def2-TZVPD.

Positions of all 49 atoms, in Å:
Re -1.01193 -0.17878 -0.13089
S -3.60466 -1.88582 4.48697
Sb -1.62832 -2.60130 4.09624
S -0.71146 0.14215 1.91431
S -1.84796 -2.04944 -0.29371
S 0.25000 -3.68933 3.70287
O 2.29955 -5.20346 3.41742
C 3.47304 -4.43406 3.14882
N 3.15859 -3.69303 1.95282
C 3.63930 -2.43290 1.76473
O 4.41602 -1.87995 2.49663
C 3.04886 -1.62151 0.62425
C 3.88288 -0.84771 -0.18507
C 3.30246 0.04557 -1.06764
C 1.92913 0.19373 -1.08496
N 1.11542 -0.52650 -0.28630
C 1.68564 -1.43936 0.55117
H 2.49072 -5.91242 4.05442
H 4.32960 -5.09837 3.01476
H 3.66142 -3.71941 3.95342
H 2.65181 -4.17938 1.22833
H 4.95974 -0.93042 -0.09409
H 3.90488 0.66186 -1.72097
H 1.46893 0.92536 -1.72976
H 1.02923 -2.00549 1.19814
N -0.89145 -0.35478 -4.06493
C -0.77166 0.68053 -3.25696
N -0.73507 1.92278 -3.69811
O -0.66971 0.48957 -1.97133
H -0.95604 -0.24288 -5.06853
H -0.82768 -1.29633 -3.71313
H -0.75513 2.14707 -4.68422
H -0.66490 2.68682 -3.04174
N -4.57054 -0.04288 -0.33368
C -3.87827 1.08281 -0.38958
N -2.52743 1.18340 -0.26118
C -2.11263 2.54274 -0.30395
C -0.81907 3.03059 -0.12244
C -0.61405 4.40356 -0.19089
C -1.67414 5.27608 -0.42581
C -2.96816 4.79712 -0.59013
C -3.16403 3.42800 -0.52906
S -4.68509 2.57604 -0.63686
H -4.15576 -0.93270 -0.12232
H -5.57451 -0.03197 -0.46047
H 0.03016 2.39244 0.10360
H 0.38002 4.80170 -0.03857
H -1.49345 6.34194 -0.46322
H -3.79428 5.47832 -0.74842

Atoms 1-2, force components in eV/Å:
Re 0.043 0.198 0.095
S 0.106 0.041 -0.013

Properties
Molecular weight: 798.7 g/mol
HOMO energy: -19.6182 eV
Lowest unoccupied orbital energy: -14.87 eV
DFT total energy: -93733.7583 eV
Total charge: +4
ΔE to the lowest compared entry with this formula, charge and spin: 0.000 eV
Kohn-Sham gap: 4.75 eV

---

(2)
Below is a cluster of 2 separate species, C15H18O in total in a non-equilibrium geometry, with properties calculated with ωB97M-V/def2-TZVPD.

Positions of all 34 atoms, in Å:
C -4.02715 2.27179 0.77355
C -3.78253 1.38524 1.93954
C -2.44988 0.75420 1.78350
C -1.30417 1.38951 1.67655
C -0.16882 0.60456 1.34248
C -0.31455 -0.76046 1.30519
O 0.50990 -1.75993 0.91507
C -1.52798 -1.39631 1.90776
C -2.58833 -0.58318 2.21319
H -5.19147 2.43317 0.68108
H -3.61062 1.86973 -0.12962
H -3.69115 3.27025 0.80800
H -3.97710 2.02144 2.84477
H -4.50051 0.71660 2.09519
H -1.17692 2.59293 1.73925
H 0.76658 1.10121 0.97223
H 0.76572 -1.75643 0.00478
H -1.55435 -2.50653 1.86753
H -3.52629 -1.04844 2.50070
C 0.79433 -0.24063 -2.78672
C 2.05682 -0.55113 -2.04672
C 2.68377 0.33183 -1.21349
C 3.60397 -0.27682 -0.37559
C 4.55395 -1.20629 -0.73971
C 4.10014 -1.96466 -1.88755
C 2.79674 -1.77617 -2.45920
H 0.74134 0.86463 -2.99540
H -0.12345 -0.47488 -2.48828
H 0.82184 -0.62444 -3.80046
H 2.44010 1.42534 -1.07697
H 3.98053 0.32587 0.55973
H 5.34759 -1.67199 -0.12622
H 4.93893 -2.47769 -2.42740
H 2.61306 -2.28230 -3.37674

Atoms 1-2, force components in eV/Å:
C -3.972 0.296 -1.013
C 2.141 4.888 0.710

Properties
Molecular weight: 214.3 g/mol
HOMO energy: -8.2702 eV
Lowest unoccupied orbital energy: 0.74 eV
DFT total energy: -17890.0826 eV
Total charge: 0
ΔE to the lowest compared entry with this formula, charge and spin: 4.589 eV
Kohn-Sham gap: 9.01 eV
Structure (SMILES): CCc1ccc(O)cc1.Cc1ccccc1